# 1
Computed, not measured: a molecular structure, C37H52BaN10O6S3 in a non-equilibrium geometry, with ωB97M-V with the def2-TZVPD basis set.

Each line ends with the Mulliken charge.
Element x y z (Å)
H: -4.10752 2.10900 -0.70759  0.7566
Ba: 0.63971 0.84093 -0.07913  1.5365
H: -4.96688 -2.01712 1.78152  0.2143
H: -3.59597 4.21726 -5.19528  0.3509
C: 4.06886 -0.02821 -2.32339  0.1618
H: -1.98559 -4.80966 3.47296  0.5148
H: -6.81926 -1.66312 -0.59185  0.3786
C: -0.83271 0.21477 4.81470  -0.5525
N: 2.10769 -0.24356 2.01819  0.0898
H: -1.62777 -4.85528 0.96000  -0.2417
H: -0.37282 -5.47230 3.69094  0.4221
C: -0.69506 0.67422 2.39044  0.2007
H: 4.45008 0.69680 2.71574  0.4198
H: 1.20311 1.24201 -3.85095  0.3077
C: -6.20753 -1.18915 0.18540  -0.7800
H: -3.75313 2.92865 -2.82128  0.6000
O: 2.32092 -0.84767 -0.93395  -0.8495
H: -0.64272 0.19356 -3.01133  0.1734
C: 3.64361 1.07608 3.33441  -0.8129
C: -1.09393 -5.50382 1.65689  -0.0323
N: -3.96466 -1.74506 -0.04993  0.1522
C: -3.53119 3.16773 -5.50704  -0.9789
S: 3.08690 -3.44668 1.88314  -0.0918
O: 2.82674 1.32012 -0.83569  -1.0157
C: -2.78058 -0.10686 3.47086  -0.5351
H: -3.61493 1.20942 -3.22563  0.6005
N: 5.69035 1.96719 -5.02544  1.0692
C: 3.91164 1.97778 4.35222  -0.6233
H: -6.65612 1.57741 -0.81584  0.2647
C: 1.58364 1.99581 4.91102  -0.4977
H: 6.74145 -0.50019 -5.09708  0.6109
H: 3.97423 2.01160 -2.98001  0.7228
C: -3.21981 1.66457 -1.16980  -1.3872
N: -0.11002 2.72748 -4.59105  0.1055
H: 1.56367 -2.36794 4.14603  0.1395
H: 3.08068 -4.40372 4.04559  0.5208
O: 5.90487 -3.62665 -2.95838  -0.6142
C: 1.20111 -3.38338 3.96638  -0.9681
S: 0.45782 -6.04466 0.91230  -0.2105
H: 0.95387 -3.80252 4.94512  0.6343
N: 6.27484 -2.72073 -3.67393  1.0757
H: -2.36955 2.16120 -0.68935  0.2761
H: -6.87399 -0.84208 0.97597  0.3533
C: -5.13608 -2.14174 0.70388  -0.5788
H: -2.44406 -3.19872 -0.13211  0.0362
H: 0.34624 1.72312 -6.39531  0.3259
N: -0.53083 -0.47267 -2.25511  -0.3726
H: 3.06874 3.15077 5.94301  0.3917
C: 4.66788 -1.26631 -2.50528  -0.5751
C: 2.99740 0.14732 -1.27228  0.9529
C: -1.29697 3.14162 -6.50439  -0.7361
H: -5.39248 -3.18626 0.52052  0.3826
H: -6.88079 0.17192 -1.86966  0.3770
H: 3.01327 -3.71867 -0.38514  -0.4771
H: 0.76730 2.36118 5.52280  0.4769
N: -5.43964 -0.08955 -0.37921  0.0321
H: 0.54979 -3.67778 0.48064  -0.4056
H: -2.65611 -2.41127 1.45154  0.1469
H: 1.90875 -5.20836 3.01172  0.2729
C: -0.12429 0.63236 3.68392  -0.3592
H: -0.34145 0.17988 5.78249  0.4780
C: -0.98668 -4.85703 3.03190  -1.2059
N: -3.10651 0.24322 -0.90807  0.2304
O: 6.60947 1.81407 -5.80036  -0.6183
H: 4.92822 2.30794 4.52434  0.3932
N: -1.77301 2.23369 -3.06249  -0.2804
C: 0.95325 2.30525 -3.71793  -0.8125
C: -2.16314 -0.16430 4.71130  -1.0841
C: -6.13758 0.76038 -1.32126  -0.8365
H: -2.70701 -0.49762 5.58742  0.3746
H: 3.12349 -5.31178 0.34790  0.5009
O: 5.00508 2.96538 -4.94023  -0.6139
C: -3.15176 2.02769 -2.65836  -1.3570
H: 2.94533 -0.71671 1.70924  -0.1480
H: -4.21545 2.57634 -4.91216  0.3415
C: -1.43898 2.52700 -4.26142  0.2440
H: 4.38453 -2.10808 -1.89181  0.7052
H: 1.39805 -0.94154 2.22514  -0.3264
H: -1.68064 -6.42165 1.74328  0.4719
H: 1.85269 2.89002 -3.90742  0.3326
C: -2.67586 -2.25363 0.36712  -0.2067
H: -1.57266 2.69066 -7.45707  0.3816
N: -2.17355 2.65842 -5.43998  0.0465
H: 0.62397 2.44517 -2.69020  0.2343
H: -1.36512 4.23259 -6.60143  0.3547
H: -3.85735 3.10415 -6.54496  0.3457
C: 5.36095 0.84037 -4.12542  -0.1754
H: -2.58661 0.34428 1.41010  0.2517
H: -3.82780 -0.38181 3.37332  0.4223
S: -0.33540 -3.16044 3.03940  0.4362
H: -1.91170 -1.52156 0.12285  -0.0603
C: 1.11139 -4.53841 0.12407  -0.1797
O: 7.15459 -2.79864 -4.50397  -0.6193
C: 4.42305 1.04158 -3.13124  -0.5651
C: 2.87568 2.44293 5.14738  -0.8274
C: 2.28948 -4.23379 3.31221  -0.7862
C: -4.10529 -0.44236 -0.50734  0.1505
C: 5.62764 -1.40236 -3.48940  0.0251
C: 5.99902 -0.36785 -4.32643  -0.6081
H: -5.45275 1.18434 -2.05002  0.2071
H: -0.07498 -1.30536 -2.61427  0.1201
C: 0.08120 2.72269 -6.02253  -0.6596
H: 0.86665 3.41906 -6.31598  0.3636
H: -1.49142 -0.70763 -1.99442  0.1787
C: 1.28134 1.09746 3.88884  0.5866
C: -2.05053 0.30300 2.35704  0.2013
C: 2.59721 -4.35710 0.39796  0.1505
H: 0.96230 -4.63731 -0.95248  0.6402
C: 2.34347 0.64368 3.09224  0.4501

- Total energy: -3660.0520 hartree
- Gap between HOMO and LUMO: 0.2152 Ha
- HOMO energy: -6.78 eV

# 2
Computed, not measured: a molecular structure, C37H52FeN7O in a non-equilibrium geometry, with ωB97M-V with the def2-TZVPD basis set.

Each line ends with the natural charge from an NBO analysis.
Element x y z (Å)
N: -1.77691 0.69966 -1.40669  -0.6433
H: 0.08625 2.58230 -1.04903  0.3897
H: 0.39984 4.24699 0.74970  0.1959
O: 2.20514 -7.20518 1.23143  -0.5848
H: -6.10549 0.89797 -2.97161  0.2177
H: -2.74312 -4.43114 3.81174  0.2106
H: -5.11493 -4.68296 3.93132  0.2161
C: -1.09405 0.20421 -2.40546  0.1143
H: -3.81591 -1.84141 2.18957  0.2190
Fe: -0.20623 0.07085 -0.26416  1.4053
H: -5.36475 -0.95882 0.78809  0.2157
C: -2.93015 0.66769 2.08025  -0.6040
H: 1.06328 3.45645 2.90059  0.2344
H: -4.46701 0.35654 -4.94445  0.2160
C: -4.06417 0.96145 -2.34480  -0.0205
C: -0.56423 -4.91974 -0.63249  -0.1979
C: -1.41935 -5.69341 2.71546  -0.2685
H: -3.68083 1.74581 -5.70400  0.2200
H: 5.87435 -0.08862 -1.87379  0.2173
H: 0.29388 -0.91230 -4.55464  0.2257
H: -0.45160 2.63352 2.53597  0.2020
H: -2.38744 0.40375 2.99286  0.2000
C: -2.67332 -5.27230 3.13153  -0.1914
C: 0.84571 -0.61135 -3.67612  -0.1693
H: -5.78681 -6.27207 3.54941  0.2290
H: 4.96193 -0.99436 -3.08116  0.2127
C: 3.83275 0.92573 -0.42999  -0.5893
N: 1.32185 0.26120 -1.60724  -0.6289
H: -2.55662 3.28307 -2.39915  0.2063
H: -0.53535 -5.18649 3.07523  0.2217
H: 1.21518 -0.57435 1.91283  0.3782
H: -3.98787 0.73939 2.33069  0.2330
H: -2.70778 0.51567 -4.90601  0.1907
C: 3.76649 -0.23117 -1.42835  -0.0944
C: -5.19186 -5.44638 3.15842  -0.6289
H: -1.63669 -0.21063 -3.25838  0.2074
C: 3.85548 -1.56716 -0.67241  -0.5862
N: -0.26788 -2.17082 -0.31425  -0.5295
N: -0.11625 2.35469 -0.07940  -0.8619
H: 3.73457 -2.41065 -1.35403  0.2205
H: 1.20947 -2.60753 1.05443  0.1821
C: 1.14996 -6.61580 1.23460  0.7883
H: 4.71628 0.84226 0.20493  0.2150
H: -2.95203 -2.56400 0.82845  0.2248
H: 4.84453 0.77071 -3.02650  0.2188
H: 0.03274 -8.25388 1.28602  0.4215
C: 4.92938 -0.13009 -2.41714  -0.5980
H: -5.74090 -5.02215 2.31487  0.2213
H: 1.74178 3.13099 0.47492  0.2021
C: 0.29889 0.01470 -2.52573  -0.1102
H: 2.01039 -4.81017 1.41584  0.4161
C: -1.29875 -6.77799 1.85475  0.2079
N: 0.61018 0.23995 1.84503  -0.8885
C: 2.19408 -0.73244 -3.45010  -0.3243
H: 2.93009 -1.14450 -4.12092  0.2337
N: -0.04983 -7.25380 1.38430  -0.6507
H: 3.87187 1.88120 -0.95644  0.2176
C: -3.83282 -5.91807 2.72093  -0.0273
H: 2.93680 0.91145 0.18578  0.1842
H: 3.07001 -1.62464 0.08564  0.1792
H: -2.06335 -4.38707 -2.06874  0.2386
C: -2.58282 2.84159 -3.39736  -0.6015
H: -2.59319 1.64993 1.74354  0.2041
C: -3.64671 1.06828 -4.84963  -0.5925
H: -0.20905 0.02787 2.40979  0.3786
C: -3.69532 -7.02401 1.88545  -0.1802
C: -1.33695 -4.03050 -1.35189  -0.2077
N: 1.12547 -5.20814 1.14170  -0.6620
C: -4.99417 -0.44295 -0.08974  -0.2332
H: -4.57909 -7.56336 1.56597  0.2192
H: -2.37237 -8.31139 0.80297  0.2190
H: 1.43711 1.21681 3.54375  0.1978
C: -3.75481 1.86414 -3.53997  -0.2419
C: 0.70365 3.19814 0.80541  -0.2150
C: 2.44390 -0.20379 -2.15692  0.2512
H: 2.30672 1.44840 2.02907  0.2066
C: -2.45097 -7.44940 1.45622  -0.2562
C: -3.17383 0.53565 -1.34190  0.0894
H: -2.06484 -2.02545 2.25417  0.2041
H: -4.64911 2.48537 -3.63638  0.2172
C: -5.86395 -0.12393 -1.11900  -0.2017
C: 1.31423 1.38477 2.47094  -0.2087
C: -5.40214 0.59154 -2.20543  -0.1873
C: -2.90397 -1.79155 1.59346  -0.6022
H: -0.64820 -5.97896 -0.81091  0.2408
H: 4.82485 -1.66187 -0.17877  0.2180
C: 0.46687 -3.03281 0.38609  -0.0161
C: -2.72679 -0.39478 0.99254  -0.2150
H: -1.67955 -0.29426 0.61728  0.1188
H: -6.90859 -0.39741 -1.05197  0.2241
H: -1.81866 -1.97274 -1.67006  0.2079
C: 0.34411 -4.41867 0.30477  0.2235
H: -2.70525 3.64969 -4.11900  0.2242
C: -3.65325 -0.11082 -0.17713  0.0423
C: -1.18115 -2.67238 -1.15179  0.0220
C: 0.60179 2.71397 2.24845  -0.4187
H: -1.09523 2.58400 0.05998  0.3774
H: -1.62273 2.37129 -3.59711  0.2008

- Net charge: +1
- Total energy: -3163.2192 hartree
- Gap between HOMO and LUMO (alpha / beta): 0.2922 / 0.2828 Ha
- 2S+1: 5
- HOMO energy (alpha / beta): -10.22 / -10.24 eV